(1)
54
Properties=species:S:1:pos:R:3:nbo_charge:R:1 method="wB97M-V/def2-TZVPD" smiles=CO.CO.CO.CO.CO.CO.CO.CO.CO lumo_ev=0.635 relative_energy_kcal_mol=106.73 homo_lumo_gap_ev=10.236 mol_weight_g_mol=288.38 spin_multiplicity=1 energy_ev=-28340.67764 e_homo_ev=-9.60 charge=0
C 0.539 1.113 0.378 -0.252
O -0.367 0.871 1.451 -0.772
H 1.453 0.696 0.684 0.179
H 0.196 0.635 -0.552 0.168
H 0.672 2.181 0.153 0.185
H -0.575 -0.041 1.395 0.505
C 4.658 -0.159 -0.615 -0.257
O 3.772 0.879 -1.104 -0.765
H 4.339 -1.170 -0.902 0.179
H 5.683 0.155 -0.996 0.177
H 4.625 -0.138 0.542 0.167
H 3.292 0.567 -1.901 0.493
C -2.790 3.669 1.929 -0.238
O -2.491 2.699 0.973 -0.774
H -2.048 4.473 1.905 0.165
H -3.768 4.011 1.756 0.179
H -2.843 3.341 2.986 0.164
H -1.839 2.061 1.254 0.512
C 2.273 1.104 3.597 -0.248
O 1.483 0.109 4.138 -0.721
H 1.741 1.757 2.923 0.177
H 2.786 1.702 4.367 0.159
H 3.052 0.611 3.067 0.174
H 0.656 0.510 4.287 0.474
C 1.096 0.887 -3.619 -0.255
O 1.702 -0.322 -3.149 -0.767
H 0.817 0.852 -4.678 0.172
H 0.166 1.078 -3.022 0.167
H 1.770 1.785 -3.487 0.172
H 1.090 -0.748 -2.507 0.508
C -3.833 1.647 -1.981 -0.250
O -3.342 0.879 -0.887 -0.792
H -3.000 1.912 -2.688 0.168
H -4.686 1.123 -2.453 0.178
H -4.240 2.589 -1.576 0.172
H -3.180 1.543 -0.179 0.512
C -2.779 -2.463 0.516 -0.250
O -2.005 -1.395 0.016 -0.765
H -3.045 -3.135 -0.211 0.161
H -2.177 -2.867 1.317 0.199
H -3.761 -2.121 0.958 0.166
H -2.600 -0.837 -0.530 0.515
C -0.157 -3.527 -2.367 -0.250
O 0.006 -2.324 -1.584 -0.808
H -0.657 -3.284 -3.317 0.171
H 0.879 -3.886 -2.455 0.192
H -0.785 -4.259 -1.792 0.166
H -0.840 -2.009 -1.118 0.507
C 1.661 -2.263 1.206 -0.274
O 0.703 -1.938 2.196 -0.768
H 2.050 -3.238 1.506 0.159
H 1.097 -2.425 0.264 0.211
H 2.433 -1.552 1.073 0.160
H 1.119 -1.336 2.838 0.492


(2)
96
Properties=species:S:1:pos:R:3:lowdin_charge:R:1 method="wB97M-V/def2-TZVPD" lumo_ev=-3.395 relative_energy_kcal_mol=152.09 homo_lumo_gap_ev=8.705 mol_weight_g_mol=750.46 spin_multiplicity=1 energy_ev=-108383.91831 e_homo_ev=-12.10 charge=+1
N -0.810 0.355 0.820 0.353
H -0.105 -0.219 1.261 0.166
H -1.363 0.632 1.618 0.157
H -1.454 -0.262 0.346 0.155
H -0.703 1.027 0.073 0.168
C 5.857 -3.988 -2.847 -0.084
O 4.995 -5.150 -2.684 -0.244
P 3.541 -4.950 -1.960 0.523
O 3.378 -3.960 -0.845 -0.259
O 2.535 -4.758 -3.234 -0.226
C 2.656 -5.680 -4.316 -0.107
O 3.230 -6.530 -1.553 -0.218
C 3.849 -7.087 -0.470 -0.171
H 6.800 -4.197 -2.344 0.086
H 5.586 -3.074 -2.318 0.082
H 6.049 -3.787 -3.901 0.090
H 2.303 -5.270 -5.262 0.093
H 2.103 -6.576 -4.034 0.088
H 3.695 -5.994 -4.414 0.079
H 3.860 -6.474 0.431 0.087
H 4.933 -7.194 -0.513 0.084
H 3.492 -8.108 -0.333 0.097
C -3.015 -6.688 1.381 -0.098
O -4.291 -6.457 0.799 -0.246
P -4.379 -5.709 -0.650 0.483
O -3.730 -4.404 -0.737 -0.238
O -3.816 -6.834 -1.766 -0.241
C -4.389 -8.208 -1.752 -0.081
O -5.980 -5.770 -1.002 -0.216
C -6.825 -4.993 -0.229 -0.152
H -2.279 -6.368 0.643 0.080
H -2.887 -7.746 1.611 0.095
H -2.916 -6.006 2.226 0.092
H -4.615 -8.488 -2.781 0.086
H -5.199 -8.532 -1.098 0.086
H -3.571 -8.835 -1.400 0.078
H -7.763 -4.875 -0.771 0.091
H -6.515 -4.004 0.110 0.092
H -7.149 -5.607 0.611 0.090
C 1.366 -0.565 8.884 -0.094
O 2.487 -1.263 8.260 -0.216
P 3.010 -0.561 6.907 0.527
O 1.993 -0.824 5.778 -0.299
O 3.175 1.005 7.296 -0.238
C 4.216 1.537 8.083 -0.100
O 4.569 -1.119 6.736 -0.222
C 5.429 -0.579 5.785 -0.149
H 1.587 0.236 9.591 0.087
H 0.623 -1.230 9.323 0.092
H 0.786 -0.042 8.124 0.075
H 4.055 2.591 8.309 0.096
H 5.104 1.443 7.458 0.073
H 4.413 1.076 9.051 0.099
H 6.335 -0.142 6.203 0.089
H 4.970 0.279 5.294 0.087
H 5.718 -1.332 5.052 0.096
C 0.727 0.985 -6.140 -0.133
O -0.241 1.691 -6.834 -0.196
P -1.643 2.041 -6.165 0.500
O -1.864 1.680 -4.709 -0.279
O -1.877 3.651 -6.429 -0.208
C -2.129 4.148 -7.701 -0.146
O -2.671 1.317 -7.167 -0.221
C -3.255 0.123 -6.816 -0.132
H 1.709 1.456 -6.177 0.093
H 0.903 0.142 -6.809 0.089
H 0.465 0.555 -5.174 0.087
H -3.137 4.048 -8.106 0.090
H -1.594 3.584 -8.465 0.083
H -1.764 5.175 -7.698 0.097
H -2.949 -0.257 -5.841 0.084
H -2.896 -0.535 -7.607 0.096
H -4.339 0.236 -6.850 0.096
C 3.004 9.793 2.198 -0.073
O 2.319 8.510 1.990 -0.225
P 1.033 8.422 1.038 0.476
O 0.683 7.004 0.640 -0.268
O 1.435 9.407 -0.180 -0.233
C 0.787 9.312 -1.409 -0.125
O -0.062 9.365 1.844 -0.233
C -0.597 8.846 3.057 -0.119
H 3.964 9.694 1.691 0.086
H 3.180 9.957 3.261 0.089
H 2.619 10.705 1.741 0.086
H -0.269 9.052 -1.335 0.093
H 1.344 8.785 -2.184 0.097
H 0.737 10.372 -1.657 0.092
H -0.032 7.976 3.393 0.081
H -1.656 8.647 2.892 0.090
H -0.542 9.504 3.924 0.086
C -6.115 2.648 1.181 -0.184
O -5.354 1.885 2.070 -0.128
H -5.819 3.697 1.211 0.080
H -6.155 2.297 0.150 0.076
H -7.179 2.494 1.363 0.078
H -5.712 1.848 2.960 0.079